[1]
Density functional theory data (wB97M-V/def2-TZVPD) for a molecular structure, C17H33As2Cl2ReS4Sb2 at a distorted geometry.

```
61
Properties=species:S:1:pos:R:3:mulliken_charge:R:1
H 6.48 -0.47 -1.36 0.386
C -3.14 0.77 -2.72 -1.206
H -0.45 2.74 -0.62 0.383
Sb -0.14 -4.18 -2.21 0.623
H 2.39 0.84 -2.41 0.442
C -4.88 2.11 2.31 -0.760
C -4.36 2.11 -0.03 -0.587
H 5.35 -1.63 1.99 0.383
H -4.59 2.40 -1.05 0.353
C 2.57 1.27 -1.43 -0.043
H -3.90 -4.06 -0.38 0.326
H -3.52 1.00 3.58 0.441
C -3.27 1.29 0.19 0.203
H -0.54 1.47 3.50 0.533
S -1.27 -4.03 0.03 -0.129
S 1.02 -1.74 -0.04 0.158
H 1.63 1.44 -0.89 -0.120
H 6.57 -1.46 -2.81 0.359
C 4.20 0.15 1.72 -0.543
H 3.65 2.84 -0.41 0.381
C -5.18 2.53 1.02 -0.952
C -1.97 -1.39 3.30 -1.174
H 5.61 0.04 -2.82 0.365
H -5.45 -3.41 -1.00 0.432
C -3.76 1.30 2.56 -0.748
H 4.50 2.21 -1.80 0.343
H -2.48 0.44 -3.55 0.495
H 4.91 -2.52 -1.17 0.452
S -0.80 -1.89 -2.72 -0.134
Cl -3.97 -1.77 -0.33 0.171
H -1.18 -2.15 3.34 0.465
H 3.38 0.75 2.13 0.398
H 0.06 1.69 1.83 0.260
C 5.88 -0.83 -2.20 -1.135
C 3.50 2.45 -1.42 -1.217
C -1.01 2.45 -1.51 -1.196
H 4.79 -0.91 3.50 0.384
H 5.07 0.80 1.54 0.544
C 4.50 -1.11 2.46 -1.128
H -3.87 0.00 -2.54 0.357
H -3.58 1.76 -2.87 0.509
C -2.99 0.86 1.49 0.533
As -1.45 -0.30 1.76 0.582
C -4.37 -3.34 -1.03 -0.545
H 3.12 3.25 -2.06 0.403
H -1.67 3.27 -1.79 0.508
C -0.16 0.95 2.62 -0.998
H -0.27 2.25 -2.32 0.439
H -2.95 -1.83 3.09 0.384
H -6.05 3.12 0.84 0.479
H 3.93 -1.88 -2.51 0.478
Cl -3.82 -3.76 -2.66 -0.045
H -5.51 2.42 3.13 0.452
S 1.93 -3.41 -1.13 -0.172
Sb 3.48 -0.39 -0.34 0.717
H -1.98 -0.79 4.22 0.487
H 0.75 0.40 2.84 0.367
Re -1.12 -1.49 -0.41 0.398
C 4.69 -1.62 -1.76 -0.485
As -1.98 0.76 -1.18 0.618
H 3.65 -1.77 2.46 0.322
```

Results
LUMO level (spin up / spin down) = -14.95 / -14.80 eV
Frontier orbital gap (spin up / spin down) = 4.67 / 4.81 eV
Net charge = +4
Energy relative to the best compared isomer or geometry (same formula, charge and spin) = 0.00 kcal/mol

[2]
Density functional theory data (wB97M-V/def2-TZVPD) for 11 unconnected molecules or ions with the total composition C17H33BCl20N2O3P at a distorted geometry.

```
77
Properties=species:S:1:pos:R:3:mulliken_charge:R:1
C 3.55 -9.09 0.12 -0.251
H 3.44 -9.84 -0.66 0.322
H 0.83 -0.56 1.21 0.328
H 1.16 -3.95 6.00 0.204
Cl 2.01 -8.94 0.98 -0.140
H -3.13 -1.76 1.74 0.318
C 4.52 -1.13 2.12 -0.894
Cl 4.66 1.52 4.57 -0.135
Cl -3.43 11.68 -8.80 -0.144
H 3.50 -6.37 3.10 0.363
Cl -6.28 -2.44 0.65 -0.147
Cl -6.79 2.78 -4.82 -0.153
H 4.48 -2.55 5.80 0.325
H -3.45 13.98 -8.28 0.271
P 5.72 0.32 0.07 0.159
H -6.55 2.94 -2.49 0.277
H 4.92 -0.11 6.24 -0.215
Cl -2.89 -3.21 -0.09 -0.004
H -7.26 -1.22 -1.10 0.266
C 5.25 0.91 6.12 0.167
H 4.49 2.23 -0.25 0.317
Cl -0.94 -1.30 0.97 -0.212
H -5.61 5.88 -5.39 0.313
H 2.68 0.53 -0.17 0.433
Cl -4.08 -6.07 -1.20 -0.161
C -6.44 -1.05 -0.43 -0.255
B 3.75 -2.61 4.01 0.439
O 3.97 -2.00 5.20 -0.418
H -2.57 -5.17 -2.76 0.211
H 7.21 0.14 1.56 0.361
H 5.25 -6.18 2.62 0.316
H -4.36 6.84 -4.56 -0.183
H 4.32 -9.40 0.82 0.261
C -5.00 5.97 -4.49 0.195
H -3.67 10.73 -4.60 0.328
H -6.62 -0.16 0.17 0.325
C -2.67 -1.69 0.76 -0.287
N 3.51 -1.67 2.82 0.372
H 2.44 -2.96 6.74 -0.093
H 5.55 -1.33 2.40 0.140
C 2.92 -0.10 0.68 -0.389
Cl -4.97 -0.79 -1.38 -0.163
Cl 7.01 0.94 6.21 -0.156
C 1.90 -0.67 1.42 -0.869
C 4.01 -4.38 2.48 -0.080
C -6.53 2.12 -3.21 -0.175
C 4.21 -5.90 2.42 -0.768
Cl 0.86 -3.67 8.31 -0.162
H 3.98 -6.25 1.41 -0.127
Cl -7.77 0.94 -2.77 -0.183
C 2.23 -1.45 2.49 0.091
O 6.78 0.92 1.18 -0.411
Cl -5.77 9.70 -4.33 -0.155
Cl 2.88 -5.27 6.93 -0.156
C 1.83 -3.84 6.85 0.235
Cl -3.41 8.67 -5.72 -0.206
Cl 4.03 -7.56 -0.63 -0.178
Cl -6.08 6.14 -3.10 -0.158
Cl -5.01 13.07 -6.77 -0.143
H 4.97 -3.91 2.23 0.174
H -4.10 -5.66 -3.51 0.293
H -4.59 10.67 -6.12 -0.152
H 3.26 -4.08 1.74 0.257
H -4.95 13.46 -9.09 0.269
H 1.46 -1.92 3.09 0.507
C -4.21 13.20 -8.34 -0.226
O 3.68 -3.94 3.83 -0.260
C 4.24 -0.34 1.03 0.867
H 4.48 1.22 -1.53 0.330
N 5.09 1.64 -0.83 -0.626
Cl -2.61 -7.46 -3.31 -0.155
H 4.85 1.53 6.92 0.353
C -3.34 -5.94 -2.80 -0.198
Cl -3.99 4.52 -4.35 -0.174
C -4.31 10.12 -5.23 0.168
H -3.14 -0.89 0.20 0.165
H -5.56 1.63 -3.18 0.239
```

Results
LUMO level = -3.90 eV
Frontier orbital gap = 7.77 eV
Net charge = +1

[3]
Density functional theory data (wB97M-V/def2-TZVPD) for 2 unconnected molecules or ions with the total composition C17H33BFNO6 at a distorted geometry.

```
59
Properties=species:S:1:pos:R:3:mulliken_charge:R:1
C -2.05 0.70 1.18 -0.988
B -3.62 -0.38 -0.37 0.271
C -1.33 0.16 -1.08 -0.710
H 6.91 4.39 0.69 0.293
C 5.43 4.20 -0.88 -0.354
H -2.88 0.58 1.95 0.350
H 4.25 3.06 1.48 0.312
O -5.38 -1.47 1.81 -0.370
H -6.73 -2.26 0.22 0.293
H 2.37 3.36 -1.87 0.321
H -3.13 -4.88 -0.06 0.260
H -4.61 -4.50 1.66 0.433
O 2.97 -0.83 1.15 -0.458
F -6.54 -0.27 0.23 -0.292
H 5.15 3.46 -1.65 0.248
C 0.98 -2.96 -0.82 -0.781
H 2.18 -2.72 1.47 0.322
C -1.64 -3.36 -0.68 -0.284
O -3.23 -1.87 2.86 -0.540
H -4.59 0.74 -1.74 0.302
C -4.00 -2.95 0.62 1.563
H 2.69 3.84 1.27 0.384
C 2.01 2.63 -1.14 -1.179
H -2.24 -4.11 1.33 0.474
H 0.55 -2.86 -1.87 0.341
C 3.55 3.43 0.72 -0.868
H 1.69 1.75 -1.70 0.305
H -1.89 -2.48 -1.34 0.136
H -1.40 -4.23 -1.39 0.503
O -4.14 0.87 -0.87 -0.500
H 3.94 1.80 -0.65 0.267
H 5.78 5.09 -1.42 0.374
O -5.04 -3.95 0.97 -0.652
C 4.21 4.58 -0.05 -0.753
C 3.09 2.26 -0.13 0.131
H -2.13 1.76 0.77 0.322
H -1.03 0.62 1.68 0.204
H 7.44 3.43 -0.69 0.373
C 6.58 3.66 -0.05 -1.182
H 2.69 1.48 0.53 0.111
H 6.31 2.74 0.47 0.276
C -0.27 -3.15 0.17 -0.534
C -5.88 -1.52 0.43 0.177
C 2.33 -1.82 0.76 0.158
C -4.06 -2.05 1.98 0.230
C -4.48 -1.79 -0.35 -0.655
H -0.10 -4.16 0.70 0.393
O 1.77 -1.78 -0.53 -0.292
H 1.68 -3.86 -0.83 0.362
C -2.75 -3.87 0.33 -1.401
N -2.17 -0.33 0.07 0.062
H 3.47 5.05 -0.70 0.301
H -0.36 -2.35 0.97 0.382
H -0.31 -0.36 -0.98 -0.074
H -4.64 -2.01 -1.46 0.394
H -1.24 1.29 -1.13 0.234
H 1.13 3.05 -0.64 0.255
H 4.50 5.36 0.67 0.398
H -1.78 -0.25 -2.06 0.354
```

Results
SMILES = CN(C)B(O)[C@@H]1[C@H](F)OC(=O)[C@]1(O)CCCCOC=O.CCCCCC
LUMO level = 0.20 eV
Frontier orbital gap = 9.40 eV
Net charge = 0
Energy relative to the best compared isomer or geometry (same formula, charge and spin) = 0.00 kcal/mol

[4]
Density functional theory data (wB97M-V/def2-TZVPD) for 3 unconnected molecules or ions with the total composition C17H34B2BrO10S2.

```
66
Properties=species:S:1:pos:R:3:mulliken_charge:R:1
H 0.22 -2.41 0.87 0.209
C 0.13 1.97 -3.63 -0.272
C 5.47 0.15 1.56 -0.636
S 4.32 -0.84 2.51 1.268
H -0.43 0.23 -0.65 -0.400
H 7.40 -1.45 2.75 0.279
H 0.00 2.53 -5.71 0.307
B -2.17 -1.72 -0.28 0.753
H 0.25 -1.32 2.25 0.406
O 2.05 0.41 -4.60 -0.731
C -0.67 2.28 -4.89 -0.773
H -1.21 -2.63 3.50 0.310
H -3.51 -2.96 -0.85 0.238
C -0.48 -0.17 -5.12 -0.667
H 1.09 0.31 1.35 0.016
O 3.90 -1.99 1.76 -0.729
H 5.86 -0.49 0.76 0.365
H -0.75 -1.55 -1.58 0.298
C 0.82 2.20 0.55 0.497
H 0.03 -0.37 -6.06 0.369
C 6.55 0.53 2.56 -0.576
O 0.62 -0.45 -2.73 -0.609
H 7.47 -0.52 4.24 0.323
C -5.16 0.35 -0.70 -0.171
C -4.29 1.24 1.51 -0.981
O -2.35 -0.51 1.90 -0.888
H -5.21 1.42 -0.94 0.328
H -0.50 1.91 -2.74 0.041
H 0.97 2.63 -3.45 0.484
H -0.57 -3.92 2.47 0.384
C -1.46 1.01 -5.21 -0.566
C 5.50 -1.34 3.79 -0.744
O 0.55 2.74 -0.46 -0.428
H -1.92 1.05 -6.20 0.345
H 4.92 0.99 1.14 0.290
H 7.44 0.91 2.05 0.351
B -2.70 0.92 1.57 1.713
C -0.41 -1.91 1.61 -0.530
H -7.00 0.24 -1.32 0.330
H 5.14 -0.92 4.73 0.359
C 6.85 -0.74 3.37 -0.583
H 6.18 1.32 3.21 0.297
H -2.21 1.65 2.48 -0.452
H -2.26 0.87 -4.48 0.246
C -1.12 -2.97 2.47 -1.374
Br 2.38 2.92 1.60 -0.323
O -6.24 -0.34 -1.36 -0.570
H -4.47 2.22 1.03 0.342
H 5.51 -2.42 3.84 0.347
C -1.41 -0.97 0.92 0.861
C -5.18 0.19 0.81 0.086
O -3.32 -2.44 -0.06 -0.735
C -0.85 0.35 0.35 0.577
H -6.23 0.32 1.12 0.395
H -4.86 -0.82 1.09 -0.031
O -1.71 -1.65 -1.58 -0.561
H -4.24 -0.05 -1.13 -0.238
H -4.62 1.34 2.55 0.120
O 3.36 0.05 3.10 -0.597
H -0.11 1.27 2.20 0.328
H -0.95 -1.08 -4.75 0.327
S 0.77 0.32 -3.93 1.081
O -1.99 1.16 0.27 -1.116
C 0.25 0.99 1.21 -0.607
H -2.14 -3.14 2.12 0.253
H -1.33 3.13 -4.73 0.362
```

Results
LUMO level = 2.06 eV
Frontier orbital gap = 6.10 eV
Net charge = -1
Energy relative to the best compared isomer or geometry (same formula, charge and spin) = 0.00 kcal/mol

[5]
Density functional theory data (wB97M-V/def2-TZVPD) for 5 unconnected molecules or ions with the total composition C17H34Cl2O8 at a distorted geometry.

```
61
Properties=species:S:1:pos:R:3:mulliken_charge:R:1
C -1.06 7.80 -0.68 0.780
C -1.59 6.80 0.35 -0.972
H 4.47 -0.95 5.79 0.303
C 1.27 1.26 -3.27 -0.198
H 5.26 0.03 3.62 0.262
C -0.78 0.98 8.23 -0.851
H -2.66 -0.10 3.13 0.347
H -3.57 0.83 5.25 0.323
H -1.44 -9.54 -9.63 0.246
O -0.88 7.30 -1.87 -0.341
H -1.95 -11.99 -7.84 0.317
H -0.39 9.11 -2.96 0.312
H -1.22 0.21 4.00 0.292
H -3.75 -0.87 5.38 0.284
C 4.19 -0.01 3.79 -0.233
O -2.41 2.21 6.92 -0.566
H 0.07 0.53 7.73 0.243
H 2.85 -1.21 5.03 0.278
H -2.71 -7.73 -4.93 0.304
O -2.05 -0.03 6.39 -0.301
H -0.43 -11.40 -8.47 0.280
C -2.00 -9.93 -8.78 -0.246
H 1.66 8.10 -1.78 0.306
C 3.92 -1.13 4.86 -1.084
O -0.72 8.93 -0.40 -0.581
H -2.52 6.36 0.00 0.305
H 2.98 4.32 3.70 0.317
C -0.21 8.03 -2.92 -0.248
H 4.19 -2.12 4.48 0.377
H -1.16 0.35 9.04 0.283
C 3.35 3.57 4.39 -0.950
H -1.69 7.34 1.29 0.300
H -0.92 5.95 0.44 0.259
O 3.66 2.35 2.35 -0.601
H 1.67 6.90 -3.06 0.280
C 3.61 2.30 3.62 0.724
C -1.86 1.12 7.13 0.682
H 4.28 3.96 4.80 0.265
C -2.17 -0.33 4.08 -1.039
H -0.58 2.01 8.53 0.290
H -3.05 -9.78 -9.04 0.367
C 1.31 7.90 -2.80 -1.014
H -1.70 -6.93 -6.16 0.248
C -2.50 -8.71 -6.83 0.732
H 0.82 1.97 -2.57 0.211
H -1.78 -11.99 -9.51 0.366
O -1.58 -9.26 -7.61 -0.293
H -1.93 -1.39 4.04 0.265
H 2.57 3.42 5.14 0.292
H 1.70 8.61 -3.53 0.333
C -2.99 -0.09 5.32 -0.250
C -1.51 -11.40 -8.64 -1.100
H -0.49 7.55 -3.86 0.282
H -1.00 -8.31 -5.30 0.307
H 2.32 1.50 -3.40 0.286
O 3.87 1.25 4.36 -0.284
Cl 0.32 1.63 -4.74 -0.156
O -3.75 -8.76 -7.04 -0.604
C -1.93 -7.88 -5.68 -0.923
Cl 0.94 -0.44 -2.79 -0.143
H 3.64 -0.21 2.87 0.334
```

Results
SMILES = CCOC(C)=O.CCOC(C)=O.CCOC(C)=O.CCOC(C)=O.ClCCl
LUMO level = 0.29 eV
Frontier orbital gap = 10.46 eV
Net charge = 0
Energy relative to the best compared isomer or geometry (same formula, charge and spin) = 39.75 kcal/mol

[6]
Density functional theory data (wB97M-V/def2-TZVPD) for 7 unconnected molecules or ions with the total composition C17H34Cl4O15 at a distorted geometry.

```
70
Properties=species:S:1:pos:R:3:mulliken_charge:R:1
H -3.73 3.23 0.42 0.171
C 1.31 -1.81 -5.01 0.519
H -1.44 3.58 -1.04 0.335
H 3.67 2.81 -4.16 0.298
O 2.25 -0.98 -5.13 -0.550
H -5.10 5.71 5.17 0.261
C 3.93 -0.41 0.41 -0.694
O 0.65 0.95 0.04 -0.415
O 7.41 0.00 1.07 -0.303
O -3.56 -1.48 3.56 -0.330
Cl 1.60 -2.88 -0.58 -0.762
H 4.27 3.61 -2.72 0.338
O 1.03 -2.89 -5.73 -0.168
H 2.59 -2.60 -7.13 0.332
H -3.06 0.52 3.34 0.085
H 7.59 -0.76 -0.88 0.282
H -3.33 -4.18 0.48 0.285
C 3.77 2.72 -3.08 -0.478
H -4.91 -3.62 0.63 0.310
C -5.51 4.70 5.17 -0.689
C -3.60 -0.13 4.03 -0.421
O -5.67 4.22 3.89 -0.331
Cl 2.10 2.73 -2.38 -0.180
C 6.12 -0.26 1.37 0.667
H -3.18 -0.07 5.03 0.275
H 9.07 -0.12 -0.12 0.260
C 1.15 -4.34 -1.58 0.086
O -1.22 2.23 0.42 -0.123
C -4.08 -3.96 1.24 -0.701
Cl -0.61 -4.57 -2.05 -0.535
H -4.62 0.27 4.04 0.300
C -0.71 3.42 -0.26 -0.041
H -3.73 1.82 1.41 0.076
H -0.72 -0.67 -2.74 0.235
H 3.43 -0.80 -0.47 0.165
H 1.65 -4.30 -2.55 0.013
Cl 4.80 1.33 -2.80 -0.110
H 7.68 0.93 -0.76 0.225
H -4.87 4.03 5.75 0.321
C 7.99 0.02 -0.24 -0.545
H -4.35 -4.94 1.62 0.277
O -5.10 3.37 2.03 -0.349
C 0.31 -0.65 -3.08 -0.367
H -6.43 4.65 5.76 0.262
H 1.50 -5.23 -1.05 0.377
C -4.83 3.37 3.32 0.901
O -4.24 -1.20 1.37 -0.611
C 2.01 -3.36 -6.61 -1.102
O 5.32 -0.33 0.26 -0.246
H -0.97 -1.28 2.67 0.215
C -3.87 -1.88 2.33 0.852
H -5.06 2.19 0.33 0.297
C -0.35 -0.85 1.88 -0.796
H -0.35 -1.54 1.04 0.251
O -3.71 -3.16 2.37 -0.309
H 3.53 0.59 0.55 0.261
H 0.48 0.35 -3.49 0.330
H 3.61 -0.95 1.30 0.425
H 0.68 -0.64 2.14 0.378
H -0.36 4.28 0.31 0.304
O -3.93 2.74 3.92 -0.626
O 0.39 -1.73 -4.09 -0.064
H 1.53 -3.97 -7.37 0.277
C -0.43 1.15 0.60 0.504
C -4.38 2.62 1.05 -0.253
H 2.80 -3.96 -6.16 0.373
H 0.14 3.12 -0.88 -0.369
O -1.05 0.37 1.56 -0.173
O 5.75 -0.31 2.52 -0.556
H 0.94 -0.78 -2.21 0.073
```

Results
LUMO level (spin up / spin down) = 2.07 / 2.07 eV
Frontier orbital gap (spin up / spin down) = 1.69 / 8.74 eV
Net charge = -1
2S+1 = 2

[7]
Density functional theory data (wB97M-V/def2-TZVPD) for a molecular structure, C17H34Cl6F9N2O9S at a distorted geometry.

```
78
Properties=species:S:1:pos:R:3:mulliken_charge:R:1
H 1.40 25.72 3.58 -0.040
O -1.46 25.42 5.71 -1.075
C 2.38 25.03 5.74 0.489
H 4.06 25.11 3.32 0.292
C -2.85 27.50 2.91 -0.923
Cl -5.87 25.36 -0.41 -0.198
H 0.39 23.19 5.09 0.241
H -3.06 24.87 0.24 -0.529
H -2.82 22.32 3.52 0.348
C -6.02 26.66 3.49 0.437
H 1.83 27.51 -2.45 0.283
C -3.43 24.10 -0.43 0.956
H -3.80 26.58 1.23 0.462
C -3.96 26.67 2.30 -0.067
H -1.19 23.84 5.24 0.423
Cl 3.58 22.21 2.15 -0.221
H -2.27 25.23 1.53 -0.115
C 2.27 26.32 3.82 0.327
C -0.12 28.19 -2.23 -0.533
H -3.20 28.51 3.16 0.318
F -2.34 27.89 7.34 -0.217
H -0.94 22.18 5.31 0.360
N -0.61 23.05 4.91 -0.230
F -1.97 29.27 5.70 -0.251
S -1.94 26.63 5.06 1.636
C 2.60 24.98 7.26 0.794
H 1.61 20.68 0.42 0.444
F -0.32 28.16 6.50 -0.177
F -7.32 27.66 5.15 -0.267
C 1.79 22.18 2.03 0.465
F -8.33 26.77 3.44 -0.261
H 0.25 20.71 1.54 0.052
O -3.37 26.65 4.90 -0.559
H -2.29 21.52 2.14 0.235
H -4.38 22.96 1.78 -0.058
H -1.17 26.27 2.25 0.077
C 1.33 20.83 1.46 -0.276
C -2.33 22.54 2.56 -0.993
Cl 1.97 19.49 2.45 -0.226
F 3.14 26.13 7.67 -0.245
H -0.80 23.07 3.86 0.076
H 1.64 28.66 -1.07 0.287
Cl -1.33 28.29 -0.91 -0.099
H -1.94 27.46 2.32 0.526
H -3.05 23.08 0.63 -0.104
C -1.63 28.10 6.24 0.463
H 1.48 23.00 1.39 0.030
H -2.86 23.20 -0.21 0.151
H -5.00 23.43 0.84 0.075
H -0.97 24.59 2.05 0.168
Cl -3.08 24.63 -2.14 -0.307
O 2.53 26.25 5.24 -0.340
H 4.25 26.77 3.02 0.382
H -2.51 27.16 3.90 -0.948
O -5.77 25.66 4.10 -0.494
H 3.20 25.91 1.92 0.244
H 1.39 22.30 3.04 -0.185
H 2.16 27.40 3.74 0.358
O 2.07 24.09 5.05 -0.691
F -7.27 28.68 3.26 -0.249
N -1.23 25.50 1.58 0.658
C -3.35 23.35 1.66 0.106
C 1.22 27.82 -1.61 -0.485
H -0.10 29.19 -2.65 0.356
O -1.22 26.94 3.83 -0.609
H -0.39 27.41 -2.94 0.258
O -5.26 27.17 2.52 -0.487
O -1.11 23.14 2.77 -0.694
O -3.34 24.74 1.77 -0.792
H -5.22 23.11 -0.89 0.443
F 3.42 24.00 7.65 -0.263
F 1.42 24.80 7.84 -0.212
H -0.87 25.73 0.67 -0.203
H -3.84 25.63 2.64 0.750
C 3.49 25.98 2.97 -1.185
C -7.25 27.48 3.82 0.765
Cl 0.94 26.43 -0.53 -0.051
C -4.90 23.84 -0.16 0.124
```

Results
LUMO level = 2.10 eV
Frontier orbital gap = 5.90 eV
Net charge = -1
Energy relative to the best compared isomer or geometry (same formula, charge and spin) = 146.67 kcal/mol

Taking the records one at a time from the top gives total energy values of -223390.1299, -287697.5293, -35331.3843, -131726.6684, -59604.8102, -98979.7507, -150001.9399 eV.